# 1
C24H56Cl2O20P3 | wB97M-V/def2-TZVPD

Output
total charge = -1
electronic energy = -4397.67108 hartree
spin multiplicity = 1
HOMO = -4.708 eV

Geometry as XYZ:
```
105
Properties=species:S:1:pos:R:3:forces:R:3
C 0.1729 -0.6910 0.0461 0.0 0.0 0.9
C -1.0037 0.0774 -0.5810 -1.4 1.8 -1.4
O -1.1833 0.0044 -1.8277 1.1 -1.1 0.2
O -1.7362 0.8208 0.1329 1.3 -1.2 0.9
H 0.9820 -0.0370 0.3914 -0.3 0.3 0.0
H 0.6854 -1.4327 -0.5624 -0.4 0.0 -0.4
H -0.2245 -1.1611 0.9541 0.2 -0.1 0.0
C -1.8003 -3.2978 -1.9555 -0.1 0.0 0.4
Cl -2.6537 -4.6914 -1.2268 -0.1 -0.1 -0.2
Cl -1.5897 -3.4495 -3.7083 0.1 0.0 0.5
H -2.3636 -2.4029 -1.7134 0.1 0.1 -0.3
H -0.8445 -3.2840 -1.4483 0.2 0.2 -0.3
C -5.6348 5.4144 2.9870 0.7 -0.2 0.0
O -4.4488 4.6987 3.4094 0.0 -0.4 -0.1
P -4.3371 3.2030 2.8688 1.4 -0.8 -0.2
O -4.4283 3.0233 1.4177 -0.6 0.0 0.7
O -2.9348 2.7500 3.5007 -0.9 0.6 0.3
C -2.2604 1.5402 3.1490 1.1 -0.3 0.0
O -5.4308 2.4529 3.7681 -0.2 0.6 0.0
C -5.6389 1.0538 3.7245 0.6 -0.6 -0.6
H -5.9336 5.0368 2.0090 -0.3 0.0 0.1
H -5.3628 6.4614 2.8753 0.0 0.0 0.2
H -6.3741 5.2830 3.7732 -0.3 0.1 -0.2
H -1.9046 1.0197 4.0457 -0.5 0.2 0.3
H -1.3370 1.8084 2.6364 -0.3 0.0 -0.4
H -2.8078 0.8316 2.5328 -0.2 0.4 -0.3
H -4.9937 0.5545 4.4511 -0.3 0.1 0.3
H -5.3399 0.6130 2.7680 -0.2 0.3 -0.2
H -6.6950 0.8562 3.8779 0.0 0.0 0.2
C 4.3317 -0.7562 -0.6255 -0.1 -0.7 1.5
O 4.4991 0.6536 -0.7583 -0.3 0.3 -0.6
P 4.5083 1.3407 -2.1996 -0.4 -0.5 -0.1
O 5.7865 1.1601 -2.8986 -0.6 0.2 -0.1
O 3.2163 0.7478 -2.9356 0.9 0.7 -0.2
C 1.9224 1.0207 -2.3985 -1.1 -0.9 1.2
O 4.0542 2.8330 -1.8648 0.2 -0.4 -0.3
C 4.9788 3.7161 -1.2360 0.6 -0.4 0.6
H 5.2498 -1.2050 -0.2447 0.1 0.1 -0.2
H 3.9885 -1.3403 -1.4774 0.1 0.6 -0.4
H 3.6004 -0.8978 0.1719 -0.1 0.0 -0.1
H 1.2825 0.1348 -2.4460 0.2 -0.1 -0.5
H 1.3577 1.8211 -2.8710 0.5 0.2 -0.2
H 1.9646 1.1820 -1.3173 0.2 0.3 -0.3
H 4.6794 4.7376 -1.4392 0.0 0.0 -0.1
H 6.0001 3.5026 -1.5585 -0.1 0.3 -0.4
H 4.9988 3.5376 -0.1573 -0.4 0.1 0.0
C -4.0682 -2.3637 -5.8451 0.2 0.7 -0.2
O -3.5938 -1.1831 -6.5285 0.0 0.0 0.0
P -2.7150 -0.0805 -5.8082 0.3 1.4 -0.2
O -3.0571 0.3283 -4.4493 -0.5 -0.5 -0.2
O -1.2080 -0.5408 -5.9993 -0.8 -0.2 -0.5
C -0.1994 0.0771 -5.2174 1.1 0.2 0.6
O -2.8380 1.1331 -6.8738 0.4 -1.1 0.2
C -4.0831 1.7640 -7.0817 -0.3 0.9 0.2
H -4.4085 -2.1075 -4.8433 0.1 0.0 0.1
H -3.2382 -3.0596 -5.8143 -0.2 -0.3 0.1
H -4.9057 -2.7119 -6.4417 0.1 -0.2 0.0
H 0.4335 -0.6944 -4.7756 -0.3 -0.2 0.1
H -0.5968 0.6915 -4.4095 -0.2 -0.1 0.0
H 0.4790 0.6596 -5.8465 -0.4 0.1 -0.2
H -4.4236 1.6072 -8.1065 0.0 -0.1 0.1
H -3.9302 2.8352 -6.9138 0.0 -0.1 -0.2
H -4.8656 1.4863 -6.3710 0.2 -0.4 0.0
O 3.7519 -3.3873 0.8635 0.7 0.2 0.1
C 2.8342 -4.1567 0.8573 -0.6 0.2 0.0
O 2.7784 -5.2856 1.5673 -0.4 -0.4 0.3
C 3.8698 -5.6375 2.4227 0.6 0.4 0.1
C 4.7282 -6.6680 1.7207 0.0 -0.5 0.1
C 1.5740 -3.9221 0.0831 -0.4 -0.8 -0.8
H 3.4436 -5.9985 3.3563 -0.2 -0.2 -0.1
H 4.4382 -4.7482 2.6986 0.0 0.0 -0.3
H 5.7029 -6.7847 2.1963 0.0 0.1 0.1
H 4.8870 -6.4228 0.6717 0.0 0.2 0.0
H 4.2347 -7.6416 1.7562 0.0 0.0 -0.1
H 0.8495 -3.3252 0.6318 0.3 0.3 0.1
H 1.0506 -4.8450 -0.1789 0.2 -0.2 0.3
H 1.8337 -3.4784 -0.8766 0.0 0.5 0.2
O 3.4182 -3.9697 5.2274 0.1 -0.7 0.0
C 3.1856 -2.9053 4.7207 0.1 0.6 0.8
O 2.1404 -2.6570 3.9447 -0.3 0.6 -0.4
C 1.0584 -3.6015 3.9074 0.0 -0.4 -0.1
C -0.2505 -2.8536 4.0270 0.3 0.5 0.1
C 3.9777 -1.6537 5.0653 0.1 -0.9 -0.6
H 1.1847 -4.3000 4.7356 0.0 0.0 0.0
H 1.1318 -4.1663 2.9782 0.0 0.0 0.0
H -0.4664 -2.1990 3.1818 0.1 -0.3 -0.2
H -0.1694 -2.1740 4.8792 -0.3 -0.2 0.2
H -1.0631 -3.5644 4.1632 -0.1 0.1 0.0
H 4.2493 -1.1046 4.1665 -0.2 0.2 0.1
H 4.8829 -2.0069 5.5513 0.0 0.2 0.1
H 3.3712 -1.0616 5.7454 0.0 0.2 -0.1
O -2.2937 4.2762 -0.4020 0.1 -0.7 -0.2
C -1.5797 4.9058 0.3171 -0.8 1.0 -0.9
O -0.2695 4.6876 0.5163 -0.2 0.1 0.5
C 0.2496 3.4708 -0.0349 0.9 0.0 -0.2
C 1.7549 3.5033 0.2417 -0.5 0.5 0.5
C -2.0610 6.1917 0.9364 1.1 0.5 1.4
H 0.1124 3.4890 -1.1166 -0.4 -0.2 0.0
H -0.2741 2.6272 0.4127 -0.1 -0.1 -0.2
H 1.9483 3.5838 1.3141 -0.1 -0.3 0.1
H 2.1554 4.4344 -0.1660 0.1 -0.1 -0.3
H 2.2837 2.6495 -0.1769 -0.1 0.2 0.1
H -3.0182 6.1076 1.4421 -0.2 -0.3 -0.3
H -2.0761 7.0225 0.2325 -0.1 -0.3 -0.3
H -1.3377 6.4843 1.7055 -0.1 0.1 0.0
```
Forces are in eV/Å.

---

# 2
C6H4AuCl2InN2O3 | wB97M-V/def2-TZVPD

Output
total charge = +4
relative energy (zero: lowest compared OMol25 entry of this formula, charge and spin) = 0.050 eV
electronic energy = -1810.50346 hartree
spin multiplicity = 3
HOMO (alpha / beta) = -22.106 / -21.684 eV
⟨S²⟩ = 2.013

Geometry as XYZ:
```
19
Properties=species:S:1:pos:R:3:forces:R:3
In -0.8369 -4.9150 -3.9126 -2.3 2.0 6.4
Au 1.2306 0.9035 0.6930 -1.5 -1.0 -1.3
Cl -1.9081 -5.3992 -1.9221 0.8 0.9 -1.1
Cl 0.8233 2.4101 -1.1415 -0.2 -0.1 -0.4
C 2.8142 1.8215 1.1854 7.8 2.9 1.8
C -1.2100 -6.7262 -4.6630 -1.4 -6.3 -2.3
C 0.1287 -4.5579 -5.5920 5.2 3.2 -7.9
O 3.7897 2.3704 1.4537 -4.3 -2.1 -1.1
O -1.4265 -7.7515 -5.0439 0.2 1.0 0.5
O 0.7082 -4.3233 -6.5513 -2.6 -1.3 4.1
N 0.1960 3.4444 1.9114 -0.1 0.7 0.8
C -0.5820 3.8810 2.9206 0.4 -0.8 -0.3
C -1.0414 2.7772 3.6296 0.3 -0.8 -0.3
C -0.5085 1.6569 2.9986 -0.2 1.6 0.9
N 0.2299 2.0948 1.9625 -1.6 -0.1 0.0
H 0.6853 4.0008 1.2061 -0.3 -0.3 0.2
H -0.7819 4.9025 3.1147 -0.1 0.9 -0.1
H -1.6754 2.7781 4.4925 -0.3 0.0 0.2
H -0.6353 0.6320 3.2583 0.1 -0.6 0.0
```
Forces are in eV/Å.